ORCA calculation (ωB97M-V with the def2-TZVPD basis set) on a structure of composition C34H76FIN7O9PS at a distorted geometry.

Structure (XYZ):
```
130
Properties=species:S:1:pos:R:3:forces:R:3:lowdin_charge:R:1
C 0.235 3.114 2.506 -0.5 1.1 -0.1 -0.19
C -0.328 4.462 3.150 -0.1 -1.1 -0.8 -0.22
C -1.142 5.198 2.001 -0.9 -0.3 0.5 -0.20
C -2.717 5.234 2.290 0.5 0.0 0.8 -0.18
C -3.313 6.688 2.359 -1.0 -0.8 -0.1 -0.21
C -3.942 7.193 1.011 0.5 1.3 0.3 -0.20
C -2.891 7.552 -0.123 -0.9 0.0 -0.8 -0.20
C -3.080 6.630 -1.409 0.7 0.3 0.0 -0.19
C -1.810 5.704 -1.635 -0.7 0.2 0.2 -0.19
C -2.155 4.239 -2.104 1.1 -0.1 0.2 -0.19
C -1.287 3.125 -1.390 0.1 -0.6 -0.4 -0.21
C -1.066 1.863 -2.327 -0.4 -0.2 1.1 -0.22
C -0.920 0.517 -1.512 0.3 0.1 -0.7 -0.25
C -0.717 -0.695 -2.494 0.6 0.1 0.0 -0.21
C -0.267 -2.033 -1.805 -0.9 -0.6 0.2 -0.17
C -1.371 -2.639 -0.804 0.8 1.4 -2.2 -0.26
N -0.625 -3.269 0.336 -2.1 -0.8 1.0 -0.42
P -1.070 -2.627 1.948 -1.0 -0.1 2.2 0.51
O -2.763 -2.603 2.064 2.8 0.0 -1.2 -0.38
I -0.430 -0.246 2.088 -0.2 -0.4 -0.6 0.58
S -0.862 -4.959 0.395 0.6 -3.5 -2.1 0.68
O -2.198 -5.421 -0.027 2.2 1.5 1.2 -0.30
O 0.250 -5.651 -0.297 -2.3 2.2 2.0 -0.29
F -0.736 -5.369 1.988 -0.3 0.9 -2.3 -0.22
H 0.867 3.373 1.615 -0.3 -0.4 0.9 0.08
H 0.777 2.478 3.244 -0.4 0.4 -0.7 0.04
H -0.673 2.604 2.078 0.9 0.2 0.6 -0.01
H -0.991 4.120 3.990 0.5 0.6 -0.7 0.09
H 0.480 5.094 3.587 -0.5 -0.4 -0.4 0.10
H -1.035 4.591 1.060 0.3 0.8 0.8 0.06
H -0.786 6.254 1.889 -0.3 -1.3 -0.2 0.06
H -2.854 4.778 3.311 0.0 0.4 -0.9 0.09
H -3.291 4.558 1.597 0.5 0.8 0.4 0.11
H -4.150 6.665 3.114 0.7 0.1 -0.7 0.11
H -2.540 7.381 2.765 -0.5 -0.4 -0.5 0.09
H -4.731 6.502 0.609 0.9 0.4 0.5 0.10
H -4.491 8.152 1.244 0.4 -0.9 -0.1 0.10
H -3.066 8.605 -0.485 0.1 -0.9 0.6 0.10
H -1.838 7.540 0.259 -0.9 -0.2 -0.3 0.09
H -4.034 6.037 -1.341 1.0 0.4 0.1 0.09
H -3.217 7.296 -2.305 0.1 -0.7 0.7 0.10
H -1.237 5.674 -0.676 -0.5 -0.1 -0.8 0.07
H -1.156 6.239 -2.373 -0.4 -0.7 0.6 0.11
H -1.913 4.170 -3.195 -0.6 -0.1 0.7 0.11
H -3.227 3.981 -1.897 0.9 0.4 -0.5 0.11
H -1.803 2.762 -0.462 0.4 0.5 -0.6 0.10
H -0.268 3.497 -1.090 -1.0 -0.1 -0.2 0.11
H -1.944 1.754 -3.012 1.0 0.2 0.3 0.10
H -0.107 2.006 -2.886 -1.0 -0.1 0.0 0.11
H -1.807 0.332 -0.849 0.7 0.4 -0.5 0.08
H -0.005 0.607 -0.873 -0.8 -0.2 -0.3 0.07
H 0.120 -0.404 -3.188 -0.8 -0.3 0.6 0.09
H -1.613 -0.837 -3.159 0.7 0.1 0.7 0.13
H -0.116 -2.838 -2.577 0.2 0.9 0.6 0.11
H 0.669 -1.921 -1.196 -0.8 0.1 -0.7 0.11
H -2.008 -3.341 -1.388 0.4 0.3 0.8 0.12
H -1.998 -1.763 -0.489 0.5 -1.1 0.3 0.09
H -3.179 -2.803 1.210 -0.6 0.1 0.4 0.02
C 4.406 -4.341 3.979 0.1 0.1 0.1 0.00
C 4.489 -4.088 2.495 0.2 0.1 -0.2 -0.54
O 5.483 -3.604 1.971 0.0 0.0 0.0 0.02
N 3.410 -4.417 1.736 0.2 0.0 0.3 0.02
C 2.152 -4.994 2.168 0.4 0.1 -0.5 -0.09
H 5.337 -4.032 4.452 0.0 0.0 -0.2 0.06
H 3.587 -3.763 4.412 -0.1 -0.2 0.0 0.09
H 4.258 -5.405 4.170 -0.1 0.1 0.1 0.09
H 3.534 -4.221 0.755 0.0 0.0 0.0 0.14
H 2.012 -5.943 1.648 -0.2 0.0 0.1 0.08
H 1.350 -4.314 1.891 0.0 -0.1 0.2 0.02
H 2.127 -5.163 3.241 0.1 0.1 0.0 0.08
C -7.361 -4.350 1.148 -0.1 0.0 0.1 -0.01
C -5.858 -4.237 1.136 0.2 0.0 0.1 -0.53
O -5.262 -3.451 1.863 -0.2 -0.1 -0.3 0.03
N -5.173 -5.044 0.283 -0.4 0.4 0.2 0.01
C -5.704 -6.024 -0.642 0.5 0.1 0.1 -0.07
H -7.768 -3.649 1.873 0.1 0.0 0.0 0.08
H -7.765 -4.104 0.164 -0.1 -0.1 0.0 0.09
H -7.661 -5.359 1.435 -0.1 0.0 -0.1 0.09
H -4.172 -4.922 0.326 0.0 -0.2 0.0 0.08
H -5.290 -7.002 -0.390 -0.1 -0.1 -0.2 0.09
H -5.390 -5.756 -1.653 -0.2 -0.2 -0.1 0.08
H -6.788 -6.074 -0.606 0.1 0.1 0.1 0.07
C 0.576 -11.024 -2.539 0.0 -0.1 0.0 -0.01
C -0.171 -10.152 -3.516 -0.2 0.0 -0.4 -0.56
O -0.714 -10.610 -4.511 0.1 0.0 0.1 0.02
N -0.225 -8.819 -3.259 0.2 -0.4 0.1 0.01
C 0.353 -8.095 -2.140 -0.4 0.2 -0.4 -0.08
H 0.533 -12.058 -2.876 -0.1 0.1 -0.1 0.08
H 1.622 -10.720 -2.486 0.0 0.0 0.2 0.08
H 0.116 -10.962 -1.551 0.2 0.0 0.0 0.08
H -0.739 -8.297 -3.952 0.0 0.0 0.0 0.14
H -0.449 -7.589 -1.604 0.2 0.0 0.2 0.06
H 1.046 -7.348 -2.532 0.1 0.0 0.3 0.08
H 0.882 -8.754 -1.458 -0.1 0.0 -0.1 0.08
C 8.701 -3.144 2.766 0.0 0.1 0.0 -0.01
C 8.708 -4.044 3.974 -0.3 0.0 0.2 -0.54
O 7.806 -4.036 4.799 0.1 0.0 0.0 0.02
N 9.767 -4.885 4.130 -0.1 0.2 -0.2 0.00
C 10.922 -5.039 3.269 -0.1 -0.3 0.5 -0.08
H 7.800 -2.535 2.775 0.0 -0.2 0.1 0.07
H 9.569 -2.481 2.788 0.1 -0.1 -0.1 0.08
H 8.704 -3.741 1.853 0.1 0.1 0.0 0.09
H 9.707 -5.457 4.958 0.0 0.0 0.0 0.14
H 10.964 -6.073 2.922 0.2 0.1 -0.2 0.08
H 11.822 -4.822 3.849 0.1 0.0 -0.2 0.08
H 10.881 -4.375 2.411 -0.1 0.0 0.1 0.07
C -1.538 10.163 1.969 -0.1 0.0 0.0 0.01
C -0.307 9.376 2.338 0.2 -0.3 0.0 -0.52
O -0.242 8.158 2.212 0.0 0.6 0.0 0.01
N 0.756 10.065 2.827 -0.4 0.0 -0.1 0.01
C 0.873 11.493 3.049 0.4 -0.3 0.1 -0.08
H -2.301 9.487 1.597 0.1 -0.1 0.0 0.05
H -1.932 10.679 2.847 0.0 0.1 -0.1 0.09
H -1.302 10.885 1.184 -0.1 0.1 0.1 0.09
H 1.545 9.478 3.054 0.0 0.0 0.0 0.14
H 1.708 11.871 2.456 -0.1 0.2 0.1 0.08
H 1.082 11.666 4.106 0.0 0.2 0.0 0.08
H -0.032 12.023 2.771 0.0 -0.1 0.0 0.07
C -0.298 2.261 -7.344 0.0 0.1 0.0 -0.01
C -0.234 1.405 -6.105 -0.3 0.0 0.3 -0.54
O -1.117 1.420 -5.260 0.1 -0.1 -0.4 0.02
N 0.853 0.602 -5.949 -0.2 0.3 -0.2 0.01
C 1.991 0.451 -6.835 0.0 -0.3 0.5 -0.07
H -1.215 2.844 -7.330 0.0 -0.1 0.1 0.08
H 0.550 2.948 -7.371 0.0 -0.1 -0.2 0.09
H -0.300 1.632 -8.236 0.1 0.1 0.0 0.08
H 0.832 0.058 -5.101 0.0 0.0 0.0 0.11
H 2.055 -0.594 -7.147 0.2 0.1 -0.2 0.08
H 2.898 0.713 -6.287 0.1 0.0 -0.2 0.08
H 1.908 1.082 -7.715 -0.1 0.0 0.1 0.07
```
Positions in Å, forces in eV/Å.

Calculated total energy (Eh): -3538.65313
Spin multiplicity: 1
Max |F| (eV Å⁻¹): 4.09